(1)
DFT (the ωB97M-V functional and the def2-TZVPD basis) results for 7 unconnected molecules or ions with the total composition C12H30N6O14S at a distorted geometry.

Each line ends with the Löwdin spin population.
Positions of all 63 atoms, in Å:
C1 -12.40 33.16 -27.05  0.03
N1 -12.92 31.80 -26.92  0.40
O1 -13.32 31.30 -27.99  0.25
O2 -12.78 31.23 -25.85  0.24
H1 -12.44 33.65 -26.08  0.00
H2 -13.01 33.73 -27.75  0.01
H3 -11.39 33.20 -27.45  0.02
C2 -10.59 32.49 -18.48  0.00
N2 -9.27 32.97 -18.94  0.00
O3 -8.37 32.08 -19.01  0.00
O4 -9.05 34.14 -19.17  0.00
H4 -11.22 33.31 -18.82  0.00
H5 -10.54 32.55 -17.39  0.00
H6 -10.71 31.51 -18.94  0.00
C3 -16.45 26.26 -21.77  0.00
N3 -16.87 26.65 -23.24  0.00
O5 -16.02 27.06 -23.98  0.00
O6 -18.05 26.37 -23.64  0.00
H7 -16.55 25.18 -21.69  0.00
H8 -17.17 26.81 -21.17  0.00
H9 -15.44 26.65 -21.63  0.00
C4 -9.24 23.14 -21.19  0.00
N4 -9.85 24.37 -20.77  0.00
O7 -9.93 24.60 -19.56  0.00
O8 -10.35 25.13 -21.59  0.00
H10 -8.62 22.69 -20.42  0.00
H11 -8.73 23.19 -22.15  0.00
H12 -10.13 22.50 -21.15  0.00
C5 -15.91 33.69 -22.59  0.00
C6 -17.34 33.45 -23.25  0.00
O9 -17.77 32.14 -22.89  0.00
S1 -16.35 31.20 -22.70  0.00
O10 -15.78 30.99 -24.03  0.00
O11 -16.43 30.04 -21.86  0.00
O12 -15.66 32.52 -21.92  0.00
H13 -15.84 34.49 -21.86  0.00
H14 -15.15 33.82 -23.37  0.00
H15 -17.37 33.56 -24.34  0.00
H16 -17.95 34.26 -22.88  0.00
C7 -9.90 29.30 -28.35  0.00
O13 -9.29 29.78 -29.29  0.00
N5 -9.96 27.96 -28.09  0.00
C8 -10.44 27.47 -26.79  0.00
C9 -9.28 26.98 -29.02  0.00
H17 -10.46 29.82 -27.55  0.00
H18 -9.46 27.22 -26.39  0.00
H19 -11.12 26.62 -26.78  0.00
H20 -11.03 28.20 -26.24  0.00
H21 -9.04 27.38 -30.00  0.00
H22 -8.42 26.45 -28.59  0.00
H23 -9.88 26.10 -29.21  0.00
C10 -12.76 29.60 -21.29  0.00
O14 -11.88 29.90 -20.44  0.00
N6 -12.34 29.05 -22.52  0.00
C11 -13.52 28.67 -23.44  0.00
C12 -11.01 28.60 -22.90  0.00
H24 -13.84 29.75 -21.17  0.00
H25 -13.56 29.26 -24.36  0.00
H26 -14.45 28.72 -22.89  0.00
H27 -13.32 27.64 -23.73  0.00
H28 -10.24 28.95 -22.21  0.00
H29 -11.07 27.52 -23.00  0.00
H30 -10.80 29.10 -23.85  0.00

Computed properties:
Electronic energy: -61356.6961 eV
⟨S²⟩: 0.753
Net charge: -1
2S+1: 2

(2)
DFT (the ωB97M-V functional and the def2-TZVPD basis) results for 2 unconnected molecules or ions with the total composition C2H3F2N at a distorted geometry.

Each line ends with the Löwdin charge.
Positions of all 8 atoms, in Å:
C1 -0.90 0.11 0.47  -0.30
C2 1.19 -0.03 -0.96  -0.01
N1 -0.99 -0.41 1.57  0.12
F1 -1.73 0.86 -0.25  0.03
F2 2.14 -0.40 -0.11  -0.02
H1 0.86 -0.81 -1.62  0.06
H2 1.25 1.01 -1.26  0.06
H3 -1.82 -0.33 2.15  0.07

Computed properties:
Energy above the lowest of the compared OMol25 structures with the same formula, charge and spin: 71.5 kcal per mole
Net charge: 0

(3)
DFT (the ωB97M-V functional and the def2-TZVPD basis) results for 8 unconnected molecules or ions with the total composition C52H91BBrFIN8O11PS at a distorted geometry.

Each line ends with the Löwdin charge.
Positions of all 168 atoms, in Å:
C1 -1.45 3.78 -2.34  -0.12
C2 -0.65 3.82 -1.02  -0.26
C3 -1.20 2.87 0.07  -0.24
C4 -2.73 2.77 0.14  -0.23
C5 -3.14 1.93 1.36  -0.21
C6 -2.81 0.42 1.24  -0.20
C7 -2.51 -0.27 2.60  -0.21
C8 -1.00 -0.56 2.81  -0.17
C9 -0.74 -0.98 4.27  -0.16
C10 0.57 -1.83 4.52  -0.14
C11 1.69 -1.43 3.58  -0.15
C12 2.45 -0.28 3.93  -0.42
S1 2.05 0.63 5.42  0.87
C13 3.48 0.13 3.11  -0.29
C14 4.29 1.37 3.46  -0.20
C15 3.84 2.69 2.76  -0.69
C16 5.03 3.40 2.08  -0.15
Br1 2.45 2.43 1.41  0.76
C17 3.79 -0.51 1.93  0.00
C18 3.05 -1.60 1.59  -0.08
C19 2.03 -2.06 2.40  -0.04
C20 1.28 -3.30 1.92  -0.23
O1 1.00 -4.23 2.66  0.12
C21 0.98 -3.29 0.43  -0.02
C22 2.01 -2.81 -0.37  -0.06
C23 1.83 -2.75 -1.72  0.04
C24 0.64 -3.14 -2.30  -0.07
B1 0.62 -2.97 -3.90  -0.64
O2 -0.39 -2.26 -4.51  0.14
N1 1.69 -3.51 -4.76  -0.10
C25 1.16 -4.33 -5.86  -0.13
C26 2.37 -2.30 -5.32  -0.07
C27 -0.41 -3.61 -1.50  -0.27
P1 -2.07 -4.13 -2.19  0.59
O3 -2.66 -2.69 -2.80  -0.35
I1 -1.71 -5.75 -4.00  0.52
C28 -0.22 -3.70 -0.11  -0.11
C29 -1.35 -4.20 0.79  -0.31
C30 -2.61 -3.29 0.74  -0.03
F1 -1.65 -5.52 0.44  -0.03
C31 3.28 -2.36 0.31  -0.25
O4 4.39 -2.55 -0.16  0.13
H1 -1.54 2.74 -2.68  0.07
H2 -2.41 4.29 -2.23  0.07
H3 -0.84 4.29 -3.10  0.07
H4 0.36 3.48 -1.26  0.08
H5 -0.60 4.84 -0.63  0.10
H6 -0.75 1.88 -0.08  0.10
H7 -0.87 3.24 1.05  0.10
H8 -3.14 2.37 -0.80  0.11
H9 -3.14 3.79 0.27  0.11
H10 -4.23 2.03 1.46  0.11
H11 -2.72 2.36 2.28  0.11
H12 -3.72 -0.05 0.84  0.11
H13 -2.03 0.22 0.49  0.09
H14 -2.89 0.30 3.45  0.10
H15 -3.06 -1.20 2.58  0.06
H16 -0.72 -1.33 2.07  0.10
H17 -0.46 0.36 2.56  0.11
H18 -1.57 -1.64 4.55  0.09
H19 -0.70 -0.10 4.92  0.09
H20 0.87 -1.75 5.57  0.05
H21 0.27 -2.87 4.38  0.10
H22 1.53 1.75 4.86  -0.10
H23 5.32 1.17 3.13  0.11
H24 4.34 1.50 4.54  0.08
H25 3.44 3.37 3.51  0.05
H26 5.93 3.13 2.65  0.07
H27 5.12 3.13 1.03  0.06
H28 4.89 4.47 2.21  0.05
H29 4.61 -0.17 1.30  0.14
H30 2.65 -2.38 -2.33  0.13
H31 -0.79 -1.63 -3.89  0.10
H32 0.08 -4.24 -6.03  0.03
H33 1.39 -5.40 -5.74  0.07
H34 1.65 -4.02 -6.80  0.08
H35 2.34 -1.50 -4.57  0.08
H36 1.77 -1.94 -6.17  0.07
H37 3.39 -2.53 -5.63  0.09
H38 -2.36 -1.97 -2.23  0.05
H39 -1.04 -4.22 1.83  0.12
H40 -3.36 -3.84 0.16  0.03
H41 -3.02 -3.14 1.74  0.08
H42 -2.33 -2.37 0.24  0.07
C32 6.51 3.29 -3.18  -0.06
N2 5.09 3.33 -2.89  -0.20
C33 4.42 4.61 -2.76  -0.04
C34 4.36 2.21 -2.72  -0.36
O5 3.17 2.19 -2.47  0.00
H43 7.06 3.81 -2.39  0.09
H44 6.70 3.79 -4.14  0.09
H45 6.86 2.26 -3.24  0.08
H46 3.99 4.70 -1.76  0.09
H47 3.62 4.69 -3.50  0.09
H48 5.14 5.42 -2.92  0.08
H49 4.96 1.28 -2.83  0.13
C35 3.82 -3.31 9.33  -0.06
N3 2.96 -2.33 8.70  -0.20
C36 3.41 -0.95 8.60  -0.04
C37 1.75 -2.66 8.19  -0.34
O6 0.99 -1.89 7.65  -0.01
H50 4.02 -3.01 10.36  0.09
H51 4.77 -3.37 8.79  0.09
H52 3.35 -4.29 9.33  0.08
H53 2.70 -0.30 9.11  0.10
H54 3.45 -0.65 7.55  0.05
H55 4.39 -0.85 9.05  0.09
H56 1.51 -3.73 8.32  0.14
C38 -7.34 -6.24 -2.16  -0.06
N4 -6.32 -5.56 -1.41  -0.19
C39 -5.08 -6.26 -1.09  -0.04
C40 -6.47 -4.29 -0.99  -0.35
O7 -5.65 -3.66 -0.35  0.01
H57 -7.67 -7.13 -1.62  0.09
H58 -6.94 -6.54 -3.13  0.09
H59 -8.20 -5.59 -2.32  0.08
H60 -4.95 -6.31 -0.01  0.10
H61 -4.23 -5.73 -1.51  0.03
H62 -5.12 -7.27 -1.50  0.09
H63 -7.44 -3.85 -1.28  0.13
C41 4.01 7.77 6.00  -0.06
N5 4.22 6.59 5.20  -0.19
C42 3.44 6.42 3.98  -0.03
C43 5.11 5.64 5.55  -0.33
O8 5.33 4.62 4.92  0.02
H64 2.97 7.81 6.33  0.09
H65 4.23 8.66 5.41  0.09
H66 4.65 7.76 6.88  0.08
H67 2.85 5.50 4.04  0.09
H68 4.11 6.34 3.13  0.09
H69 2.77 7.27 3.84  0.09
H70 5.63 5.87 6.49  0.13
C44 -0.65 -1.55 -8.54  -0.05
N6 -0.40 -0.49 -9.50  -0.20
C45 -0.84 0.86 -9.19  -0.05
C46 0.22 -0.72 -10.67  -0.36
O9 0.46 0.13 -11.51  0.00
H71 -1.73 -1.64 -8.37  0.09
H72 -0.15 -1.31 -7.60  0.08
H73 -0.27 -2.50 -8.91  0.08
H74 -1.54 1.20 -9.95  0.09
H75 0.02 1.53 -9.18  0.09
H76 -1.32 0.88 -8.21  0.08
H77 0.51 -1.77 -10.82  0.13
C47 -2.89 5.40 -9.81  -0.06
N7 -3.41 4.39 -8.90  -0.20
C48 -4.83 4.06 -8.95  -0.04
C49 -2.63 3.76 -8.01  -0.37
O10 -3.00 2.90 -7.23  0.01
H78 -3.41 6.35 -9.63  0.09
H79 -3.06 5.09 -10.84  0.09
H80 -1.83 5.54 -9.65  0.08
H81 -5.28 4.25 -7.98  0.09
H82 -4.94 3.00 -9.18  0.09
H83 -5.32 4.65 -9.71  0.08
H84 -1.57 4.08 -8.06  0.13
C50 -4.38 -3.23 7.76  -0.06
N8 -4.43 -2.13 6.82  -0.20
C51 -4.82 -0.81 7.28  -0.04
C52 -4.13 -2.29 5.51  -0.34
O11 -4.15 -1.41 4.68  0.01
H85 -5.37 -3.38 8.20  0.09
H86 -3.66 -3.00 8.55  0.09
H87 -4.07 -4.15 7.26  0.08
H88 -5.70 -0.48 6.74  0.09
H89 -4.01 -0.10 7.09  0.09
H90 -5.03 -0.84 8.35  0.08
H91 -3.85 -3.33 5.26  0.14

Computed properties:
Electronic energy: -191506.9116 eV
Structure (SMILES): CCCCCCCCCCc1c(S)c(C[C@@H](C)Br)cc2c1C(=O)c1c(cc(B(O)N(C)C)c(P(O)I)c1[C@@H](C)F)C2=O.CN(C)C=O.CN(C)C=O.CN(C)C=O.CN(C)C=O.CN(C)C=O.CN(C)C=O.CN(C)C=O
Net charge: 0